# 1
{"formula": "C4H6N2", "method": "ωB97M-V with the def2-TZVPD basis set", "elements": ["C", "C", "C", "N", "N", "C", "H", "H", "H", "H", "H", "H"], "xyz": [[-1.678452, -0.343169, 0.331345], [-0.297981, 0.108399, 0.009634], [0.853495, -0.550019, -0.722976], [2.121320, -0.445986, -0.045953], [1.565384, 0.726641, -0.739141], [0.430378, 1.225769, 0.076092], [-2.264211, -0.432351, -0.592218], [-1.679897, -1.326431, 0.812909], [-2.193387, 0.369977, 0.981381], [0.787374, -1.201061, -1.589557], [1.992862, -0.346578, 0.962426], [0.363111, 2.214812, 0.516060]], "forces_ev_per_angstrom": [[-0.010, -0.002, 0.037], [0.038, 0.113, 0.026], [-0.119, -0.290, -0.299], [0.076, -0.195, 0.310], [0.031, 0.273, -0.161], [-0.189, 0.080, 0.124], [0.089, -0.014, 0.142], [0.022, 0.126, -0.031], [0.114, -0.090, -0.073], [0.055, 0.129, 0.068], [-0.154, 0.034, -0.072], [0.047, -0.165, -0.072]], "lowdin_charge": [-0.05, -0.23, -0.28, 0.05, -0.02, -0.04, 0.08, 0.08, 0.08, 0.13, 0.10, 0.10], "homo_ev": -9.028, "relative_energy_kcal_mol": 94.5, "energy_ha": -265.38498, "lumo_energy_ev": 0.963, "gap_ev": 9.99}

=====

# 2
{"formula": "C40H51IN5O3SbSn", "method": "ωB97M-V with the def2-TZVPD basis set", "elements": ["Sn", "C", "C", "N", "C", "C", "C", "O", "C", "C", "N", "C", "C", "C", "C", "C", "C", "I", "C", "O", "H", "H", "H", "H", "H", "H", "H", "H", "H", "H", "H", "H", "C", "C", "N", "N", "C", "O", "C", "C", "C", "C", "C", "C", "C", "C", "C", "C", "C", "N", "H", "H", "H", "H", "H", "H", "H", "H", "H", "H", "H", "H", "C", "C", "C", "C", "Sb", "C", "C", "C", "C", "C", "C", "C", "C", "H", "H", "H", "H", "H", "H", "H", "H", "H", "H", "H", "H", "H", "H", "H", "H", "H", "H", "H", "H", "H", "H", "H", "H", "H", "H", "H"], "xyz": [[14.674030, 10.934852, 10.357449], [14.784485, 6.311705, 8.775850], [15.928814, 7.222972, 8.412917], [17.056064, 6.675763, 8.085590], [18.141327, 7.404925, 7.810032], [18.154329, 8.811442, 7.793290], [19.466889, 9.486270, 7.595718], [19.363480, 10.809004, 7.053085], [16.922608, 9.506684, 7.996744], [16.801999, 10.954686, 7.774455], [15.640909, 11.318712, 7.358353], [15.371879, 12.548627, 6.702707], [16.318102, 13.560987, 6.611418], [16.155169, 14.748966, 5.923497], [14.979204, 14.974232, 5.267879], [13.930798, 14.040727, 5.402339], [14.106602, 12.844954, 6.126712], [12.555962, 11.361972, 6.027988], [15.841914, 8.695266, 8.448686], [14.784852, 9.226210, 8.991635], [15.182531, 5.301270, 8.636180], [13.948372, 6.496844, 8.094917], [14.405555, 6.516435, 9.766744], [19.077847, 6.922389, 7.504714], [20.002070, 8.870205, 6.877634], [20.057957, 9.509214, 8.545234], [20.113938, 10.931045, 6.472915], [17.698553, 11.552825, 8.018315], [17.307734, 13.318464, 7.048910], [16.978037, 15.507651, 5.795800], [14.793514, 15.895827, 4.758895], [12.952251, 14.135383, 4.883308], [14.609578, 7.371712, 13.369657], [14.927783, 8.556617, 12.529981], [14.030304, 9.192757, 11.759415], [12.884132, 8.542955, 11.474759], [12.155547, 9.308121, 10.703112], [12.428228, 10.544323, 10.317874], [10.953212, 8.641834, 10.119476], [10.720324, 7.262849, 10.185552], [9.507571, 6.686609, 9.710253], [8.575426, 7.506192, 9.103887], [8.750413, 8.916530, 9.111659], [9.985047, 9.416570, 9.545743], [16.255373, 9.223460, 12.519498], [17.304638, 8.898534, 13.395890], [18.491451, 9.527938, 13.293065], [18.662690, 10.555010, 12.292876], [17.579493, 10.906807, 11.525545], [16.448324, 10.210737, 11.645416], [13.566139, 7.248140, 13.082707], [15.086622, 6.448911, 13.023361], [14.694505, 7.514808, 14.489912], [11.476442, 6.630657, 10.624352], [9.266124, 5.641399, 9.867689], [7.694383, 7.075833, 8.660609], [7.953018, 9.606130, 8.897257], [10.200911, 10.501160, 9.437600], [17.109500, 8.101923, 14.154531], [19.300752, 9.184460, 13.932839], [19.662390, 10.988171, 12.082127], [17.675147, 11.649708, 10.705811], [11.336997, 13.719223, 9.085743], [11.958148, 14.914708, 9.780725], [11.005579, 15.540001, 10.776414], [12.753947, 15.771002, 8.831003], [13.583610, 13.924680, 11.371507], [15.129587, 15.559863, 12.145652], [15.912810, 14.941362, 13.278048], [14.490002, 16.935153, 12.430412], [15.985422, 15.653593, 10.847409], [12.628955, 13.117180, 13.323629], [13.728334, 12.201836, 13.894289], [11.338674, 12.391050, 12.961584], [12.284537, 14.245031, 14.298079], [10.582386, 14.004896, 8.298934], [10.901460, 13.035793, 9.753936], [12.132774, 13.194813, 8.527816], [10.042386, 15.873237, 10.264691], [11.455042, 16.377037, 11.372148], [10.657351, 14.800763, 11.497682], [12.095772, 16.080173, 7.999752], [13.562410, 15.160973, 8.383384], [13.203669, 16.635281, 9.351244], [15.393972, 14.556888, 14.162263], [16.658021, 15.698685, 13.707598], [16.554241, 14.089864, 12.931954], [13.715979, 16.906982, 13.178492], [14.000649, 17.322843, 11.509908], [15.272837, 17.568833, 12.729703], [16.306484, 14.682878, 10.443840], [16.870030, 16.233526, 11.053722], [15.408806, 16.048916, 9.977391], [14.007147, 11.309625, 13.324572], [13.341122, 11.776083, 14.842539], [14.660401, 12.720436, 14.131961], [11.431953, 11.802916, 12.008722], [10.519407, 13.089618, 12.794495], [11.027272, 11.673520, 13.733575], [13.176498, 14.810732, 14.769046], [11.618288, 13.884201, 15.141166], [11.736191, 15.021916, 13.757513]], "forces_ev_per_angstrom": [[-1.825, -2.027, -0.384], [0.331, 0.516, -0.911], [-0.075, 1.930, 0.698], [0.942, -0.788, -0.513], [0.329, 1.711, -0.369], [-1.173, -0.483, 0.263], [0.788, 0.156, -0.235], [-0.102, -0.311, 0.286], [0.845, -1.417, 0.459], [-0.356, -0.706, 1.152], [-0.542, 0.855, -0.943], [-0.630, 0.726, 0.684], [1.896, -0.399, 0.512], [1.450, 0.706, -0.216], [-1.896, -0.547, 0.499], [-0.446, -0.784, -0.125], [0.195, -0.440, -0.530], [0.742, 0.648, 0.273], [0.633, -0.622, 0.082], [-1.233, 1.396, 0.847], [-0.423, 0.154, 0.292], [0.012, -0.172, 0.009], [0.006, -0.107, 0.440], [-0.505, -0.280, 0.396], [0.371, -0.126, 0.094], [-0.458, -0.015, -0.557], [0.195, 0.165, -0.186], [-0.598, 0.078, -0.733], [-0.617, 0.448, -0.299], [-0.839, -1.089, 0.440], [0.013, 0.280, -0.469], [0.928, 0.319, 0.405], [-0.898, -0.019, -0.011], [-0.710, 2.240, -1.136], [2.678, -1.867, 1.496], [0.395, 1.011, 0.368], [-1.007, 0.099, -1.873], [1.120, -0.938, 0.579], [0.282, -0.664, 0.196], [-0.756, -0.640, 0.163], [1.396, 0.914, 0.304], [-0.212, 1.455, 0.306], [1.182, -1.216, 0.378], [-1.404, 2.028, -0.663], [0.290, 0.334, 0.432], [-2.104, -1.592, 0.653], [1.426, 1.411, -1.239], [1.066, -0.740, 0.926], [1.004, -0.431, -0.199], [-1.191, 0.828, -0.938], [-0.248, -0.446, 0.664], [0.366, 0.251, 0.255], [0.128, -0.045, -1.391], [-0.019, -0.117, 0.153], [0.403, 0.008, -0.249], [-0.340, -0.028, 0.147], [-0.086, -0.040, -0.611], [-0.386, -0.770, 0.262], [0.377, 0.769, -0.763], [0.057, 0.405, -0.196], [-0.890, -0.207, 0.421], [-0.295, -0.463, 0.705], [1.074, 0.519, -1.706], [-0.399, -0.872, 0.176], [-0.386, 0.964, 0.324], [0.605, -0.048, 0.363], [-0.477, 0.505, 0.835], [-0.247, -0.773, -1.571], [1.911, 0.024, 0.799], [-1.503, -1.787, -1.450], [-0.856, -0.480, -0.446], [0.570, -0.392, -0.162], [-0.356, -0.427, 0.738], [0.086, -0.873, -1.360], [0.919, 1.339, 0.807], [0.598, 0.112, 0.869], [-0.719, -0.905, 0.916], [-0.394, 0.009, 0.118], [1.308, -0.097, 0.357], [-0.474, -0.458, -0.726], [0.021, -0.120, -0.030], [0.175, 0.117, 0.378], [-0.348, 0.350, 0.043], [-0.310, -0.189, -0.475], [-0.367, 0.416, -0.357], [-0.942, -0.724, -0.705], [-0.530, 0.625, 0.046], [-0.106, -0.040, 0.569], [0.514, -0.079, 0.516], [1.030, 1.062, 0.413], [0.176, -0.043, 0.555], [0.338, 0.468, -0.142], [0.417, 0.300, 0.853], [-0.321, 0.200, -0.416], [0.142, 0.302, -0.237], [-0.254, 0.057, -0.019], [0.010, 0.362, 0.870], [-0.016, 0.055, 0.186], [0.181, 0.285, 0.049], [-1.206, -1.193, -0.713], [0.803, 0.174, -0.975], [-0.248, -0.050, 0.209]], "lowdin_charge": [1.33, 0.00, -0.24, 0.12, -0.07, -0.14, -0.19, -0.07, -0.07, -0.11, 0.09, -0.32, -0.04, -0.08, -0.08, -0.14, -0.60, 0.90, -0.26, -0.19, 0.09, 0.09, 0.06, 0.13, 0.13, 0.14, 0.10, 0.11, 0.12, 0.14, 0.11, 0.10, -0.01, -0.21, -0.06, 0.09, -0.40, -0.25, -0.16, 0.00, -0.05, -0.06, -0.04, -0.05, -0.19, 0.01, 0.00, 0.00, -0.14, -0.04, 0.07, 0.11, 0.12, 0.10, 0.11, 0.11, 0.10, 0.11, 0.15, 0.13, 0.13, 0.12, -0.12, -0.57, -0.10, -0.09, 1.66, -0.60, -0.13, -0.06, -0.15, -0.66, -0.13, -0.11, -0.10, 0.13, 0.05, 0.03, 0.14, 0.09, 0.05, 0.12, 0.08, 0.08, 0.05, 0.13, 0.09, 0.07, 0.08, 0.08, 0.05, 0.09, 0.07, 0.04, 0.11, 0.05, 0.06, 0.07, 0.11, 0.10, 0.12, 0.06], "homo_ev": [-12.231, -12.231], "relative_energy_kcal_mol": 36.1, "energy_ha": -2805.86959, "lumo_energy_ev": [-8.439, -8.439], "total_charge": 2, "gap_ev": [3.79, 3.79]}

=====

# 3
{"formula": "C4H14N2O", "method": "ωB97M-V with the def2-TZVPD basis set", "elements": ["N", "C", "C", "C", "C", "N", "H", "H", "H", "H", "H", "H", "H", "H", "H", "H", "H", "H", "O", "H", "H"], "xyz": [[0.995441, -1.623037, -2.295526], [0.454654, -2.024939, -1.041318], [0.519952, -1.022415, 0.098056], [-0.682329, -0.054477, 0.071666], [-0.231689, 1.451183, 0.416367], [0.567429, 2.121984, -0.590661], [0.349181, -1.759390, -3.018768], [1.314035, -0.656393, -2.192695], [-0.528291, -2.424240, -1.239838], [0.906247, -3.050416, -0.804107], [1.365962, -0.459101, 0.374406], [0.333299, -1.788405, 0.969516], [-1.533418, 0.025416, -0.678422], [-1.225472, -0.277444, 0.927129], [0.219486, 1.509035, 1.450335], [-1.243004, 1.926035, 0.320386], [0.666264, 3.162246, -0.699075], [0.223729, 1.777362, -1.521259], [-0.452432, 1.219675, 3.240141], [-1.336927, 1.251540, 3.744223], [-0.682118, 0.695779, 2.469444]], "forces_ev_per_angstrom": [[1.708, 1.484, 0.526], [1.270, -2.732, 0.068], [-3.413, -3.178, 0.894], [1.205, 2.738, -0.291], [-1.939, 0.348, -0.427], [0.890, -0.536, -2.701], [-0.737, 0.313, -1.242], [-0.200, -0.422, -0.775], [-1.090, 0.665, 0.533], [0.245, 1.397, 0.463], [1.556, 0.217, -0.492], [0.380, 1.762, -0.998], [1.745, -0.690, -0.026], [-1.365, -0.548, 1.737], [-0.296, 0.387, -1.905], [0.488, 0.049, 1.372], [-0.639, -1.593, 1.024], [0.621, 0.628, 1.122], [-2.450, -0.077, 1.945], [2.136, 0.005, -0.969], [-0.114, -0.216, 0.142]], "lowdin_charge": [0.00, -0.35, -0.18, -0.19, -0.31, -0.05, 0.04, 0.07, 0.10, 0.11, 0.09, 0.14, 0.14, 0.05, 0.09, 0.11, 0.09, 0.07, -0.09, 0.10, -0.02], "homo_ev": -8.725, "relative_energy_kcal_mol": 74.5, "energy_ha": -345.45749, "lumo_energy_ev": 0.739, "gap_ev": 9.46}

=====

# 4
{"formula": "CH5NOP2", "method": "ωB97M-V with the def2-TZVPD basis set", "elements": ["C", "N", "O", "P", "P", "H", "H", "H", "H", "H"], "xyz": [[0.440867, -0.782869, 1.706597], [-0.416857, 2.145725, 1.416752], [-0.624002, -0.360025, -1.177192], [-0.172013, 0.794934, 0.798682], [-0.494612, -0.166526, -2.665694], [-0.053094, -1.686630, 1.347434], [1.457705, -0.823801, 1.766115], [0.058385, -0.467570, 2.725005], [0.875833, 0.276877, -2.655234], [-1.072212, 1.069884, -3.262465]], "forces_ev_per_angstrom": [[-3.857, 1.670, 1.350], [0.176, -0.737, -0.100], [-1.102, 0.067, 3.728], [0.168, -0.783, -1.016], [1.405, 1.067, -2.666], [0.131, 0.325, -0.140], [2.785, -0.102, -0.277], [0.393, -0.804, -0.907], [-0.331, -0.001, -0.863], [0.231, -0.704, 0.890]], "lowdin_charge": [-0.23, -0.34, -0.77, 0.82, 0.62, 0.04, -0.01, 0.05, -0.09, -0.09], "homo_ev": [-7.961, -8.864], "relative_energy_kcal_mol": 88.4, "energy_ha": -853.63612, "lumo_energy_ev": [-2.056, -1.397], "gap_ev": [5.90, 7.47]}

=====

# 5
{"formula": "C4H8O2", "method": "ωB97M-V with the def2-TZVPD basis set", "elements": ["C", "C", "O", "C", "C", "O", "H", "H", "H", "H", "H", "H", "H", "H"], "xyz": [[0.659289, -1.026457, -1.068784], [0.147039, 0.349411, -0.707372], [-0.624373, 0.817476, -1.837148], [-0.863133, 0.357486, 0.443959], [-0.250976, -0.087057, 1.788144], [0.929939, -0.357858, 1.921337], [-0.189746, -1.658141, -1.297490], [1.207696, -1.525283, -0.301085], [1.264222, -0.973076, -1.998863], [0.945260, 1.081891, -0.552234], [0.025699, 0.921476, -2.570817], [-1.692168, -0.275759, 0.180575], [-1.194530, 1.409895, 0.492982], [-0.964269, -0.218229, 2.637740]], "forces_ev_per_angstrom": [[0.128, 0.095, -0.887], [-0.592, -0.100, -0.501], [0.881, 0.296, -0.645], [1.605, 0.693, 0.435], [0.615, -0.324, -0.672], [-1.359, 0.449, 0.038], [-0.345, -0.118, -0.130], [0.599, -0.068, 0.559], [-0.160, -0.039, 0.586], [0.078, -0.280, 0.383], [-0.890, -0.081, 0.680], [-0.540, -0.231, 0.016], [-0.278, -0.468, 0.374], [0.259, 0.175, -0.234]], "lowdin_charge": [-0.05, -0.44, -0.08, -0.11, -0.22, 0.04, 0.08, 0.06, 0.09, 0.14, 0.10, 0.12, 0.13, 0.12], "homo_ev": -10.048, "relative_energy_kcal_mol": 28.0, "energy_ha": -307.66775, "lumo_energy_ev": 0.938, "gap_ev": 10.99}